(1)
18 unconnected molecules or ions with the total composition C34H100N2O25S. Source: the OMol25 dataset; level of theory: ωB97M-V/def2-TZVPD.

Geometry (Å):
1 C 4.59 -1.35 0.84
2 C 3.96 -1.60 -0.52
3 O 2.55 -1.41 -0.53
4 C 2.14 -0.19 -1.07
5 C 1.31 0.63 -0.07
6 O 2.13 0.62 1.11
7 C 1.20 2.16 -0.36
8 C 1.90 3.08 0.63
9 N 3.35 3.12 0.47
10 C 3.94 3.58 1.74
11 N -0.23 2.39 -0.10
12 C -0.66 1.41 0.79
13 O -1.29 1.60 1.75
14 C -0.11 0.13 0.18
15 C -0.04 -1.14 1.01
16 C -1.35 -1.54 1.73
17 C -1.01 -2.57 2.82
18 O -1.36 -2.02 4.13
19 C -0.25 -1.48 4.70
20 C 0.15 -0.09 4.32
21 O 0.37 -2.10 5.47
22 C -0.88 -0.02 -1.14
23 C -2.42 0.01 -1.04
24 C -3.04 1.39 -1.37
25 S -4.54 1.56 -0.40
26 O -4.22 1.66 0.97
27 O -5.39 0.45 -0.58
28 O -5.26 2.91 -0.81
29 H 5.37 -2.08 1.02
30 H 3.86 -1.48 1.63
31 H 4.95 -0.35 0.94
32 H 4.48 -1.04 -1.29
33 H 4.15 -2.64 -0.74
34 H 2.95 0.43 -1.46
35 H 1.50 -0.41 -1.93
36 H 3.05 0.79 0.85
37 H 1.56 2.49 -1.33
38 H 1.51 4.09 0.42
39 H 1.61 2.85 1.64
40 H 3.61 3.83 -0.20
41 H 4.94 3.95 1.61
42 H 3.88 2.79 2.48
43 H 3.34 4.41 2.14
44 H -0.49 3.34 0.14
45 H 0.19 -1.94 0.32
46 H 0.76 -1.13 1.73
47 H -1.97 -2.07 1.01
48 H -1.84 -0.68 2.17
49 H 0.06 -2.77 2.85
50 H -1.50 -3.51 2.66
51 H 1.17 -0.07 3.95
52 H 0.00 0.60 5.13
53 H -0.50 0.21 3.51
54 H -0.61 -0.99 -1.54
55 H -0.58 0.70 -1.89
56 H -2.81 -0.33 -0.09
57 H -2.79 -0.69 -1.77
58 H -2.38 2.23 -1.23
59 H -3.38 1.36 -2.40
60 H -6.11 3.02 -0.34
61 C -8.49 4.10 -1.69
62 O -8.58 4.16 -0.27
63 H -7.59 3.56 -1.96
64 H -9.36 3.58 -2.09
65 H -8.44 5.11 -2.09
66 H -9.38 4.63 -0.05
67 C 8.03 -0.04 1.03
68 O 6.89 0.33 0.26
69 H 7.84 -1.01 1.49
70 H 8.91 -0.12 0.39
71 H 8.21 0.70 1.82
72 H 7.08 1.18 -0.14
73 C -12.03 2.27 -1.33
74 O -11.12 2.88 -0.41
75 H -12.71 3.03 -1.69
76 H -11.49 1.84 -2.18
77 H -12.60 1.48 -0.83
78 H -10.52 2.19 -0.10
79 C -4.62 4.90 3.00
80 O -3.31 4.43 2.79
81 H -4.57 5.92 3.39
82 H -5.18 4.90 2.06
83 H -5.14 4.26 3.72
84 H -3.37 3.53 2.45
85 C 5.35 -5.41 -0.93
86 O 6.26 -4.36 -0.57
87 H 4.34 -5.01 -0.90
88 H 5.57 -5.75 -1.94
89 H 5.44 -6.24 -0.23
90 H 7.15 -4.73 -0.60
91 C 4.81 -9.23 -0.34
92 O 5.88 -8.52 -0.97
93 H 4.21 -8.52 0.22
94 H 4.19 -9.72 -1.09
95 H 5.21 -9.98 0.35
96 H 6.41 -9.15 -1.45
97 C 11.35 -1.65 1.23
98 O 10.17 -2.40 1.46
99 H 11.26 -1.15 0.27
100 H 11.48 -0.89 2.01
101 H 12.23 -2.30 1.21
102 H 10.26 -2.83 2.31
103 C -4.07 5.35 -3.68
104 O -5.29 4.61 -3.61
105 H -3.99 5.81 -4.66
106 H -4.08 6.13 -2.92
107 H -3.22 4.68 -3.52
108 H -5.28 4.23 -2.73
109 C -3.01 1.86 5.86
110 O -1.77 2.05 5.20
111 H -2.89 1.08 6.60
112 H -3.32 2.78 6.37
113 H -3.79 1.57 5.15
114 H -1.89 2.75 4.55
115 C -4.67 -3.48 -2.01
116 O -5.62 -2.98 -1.08
117 H -4.81 -4.56 -2.08
118 H -4.82 -3.03 -3.00
119 H -3.65 -3.28 -1.67
120 H -5.49 -2.02 -1.02
121 C -3.93 6.78 0.17
122 O -4.68 7.02 -1.02
123 H -3.40 7.69 0.43
124 H -4.61 6.51 0.97
125 H -3.21 5.98 0.00
126 H -5.15 6.20 -1.23
127 C 1.02 -10.11 1.36
128 O 2.27 -10.59 0.87
129 H 1.18 -9.10 1.75
130 H 0.29 -10.07 0.55
131 H 0.65 -10.75 2.16
132 H 2.12 -11.48 0.53
133 C -0.04 -2.18 9.05
134 O 0.86 -2.85 8.19
135 H -0.05 -2.70 10.01
136 H 0.27 -1.14 9.21
137 H -1.06 -2.19 8.63
138 H 0.85 -2.37 7.34
139 C 10.07 -6.46 -1.70
140 O 9.18 -6.00 -0.69
141 H 9.95 -7.54 -1.78
142 H 9.82 -6.01 -2.66
143 H 11.10 -6.23 -1.44
144 H 9.30 -5.04 -0.63
145 C -4.15 6.75 -7.93
146 O -5.37 6.01 -7.85
147 H -4.07 7.18 -8.92
148 H -4.14 7.55 -7.18
149 H -3.30 6.08 -7.76
150 H -5.43 5.63 -6.97
151 C 3.76 -7.10 -4.86
152 O 4.71 -6.51 -3.98
153 H 3.04 -6.34 -5.13
154 H 4.25 -7.47 -5.77
155 H 3.24 -7.93 -4.37
156 H 5.35 -7.19 -3.74
157 C -3.98 9.26 -4.65
158 O -3.39 9.24 -5.95
159 H -4.57 8.36 -4.53
160 H -3.19 9.29 -3.88
161 H -4.62 10.14 -4.54
162 H -2.86 10.04 -6.05

Output
Kohn-Sham gap (Ha): 0.3462
Energy relative to the best compared isomer or geometry (same formula, charge and spin) (eV): 0.000
Highest occupied orbital energy (eV): -9.21
Multiplicity: 1
LUMO (eV): 0.209
Strongest force on any atom (eV/A): 4.71



(2)
2 unconnected molecules or ions with the total composition C3H9NO2. Source: the OMol25 dataset; level of theory: ωB97M-V/def2-TZVPD.

Geometry (Å):
1 O 2.86 -0.21 0.73
2 C 2.27 0.87 1.02
3 N 2.98 1.75 1.75
4 C 0.00 0.00 0.00
5 C 0.78 1.22 0.66
6 H 2.45 2.59 2.00
7 H 3.96 1.67 2.01
8 H -1.00 0.38 -0.27
9 H -0.12 -0.81 0.74
10 H 0.47 -0.41 -0.91
11 H 0.10 1.60 1.44
12 H 0.90 2.01 -0.10
13 O 1.49 3.61 2.71
14 H 1.51 4.35 2.06
15 H 0.54 3.37 2.77

Output
Kohn-Sham gap (Ha): 0.3459
Energy relative to the best compared isomer or geometry (same formula, charge and spin) (eV): 0.985
Highest occupied orbital energy (eV): -9.15
Multiplicity: 1
LUMO (eV): 0.258
SMILES: CCC(N)=O.O
Strongest force on any atom (eV/A): 3.90



(3)
A molecular structure, C19H25Cl3MnO12P. Source: the OMol25 dataset; level of theory: ωB97M-V/def2-TZVPD.

Geometry (Å):
1 Mn -0.36 -0.20 -0.46
2 O 3.15 -0.46 2.70
3 C 2.02 -0.32 2.07
4 O 1.44 -1.18 1.44
5 C 1.43 1.09 2.16
6 O 0.07 1.08 1.74
7 C -0.82 0.50 2.68
8 C -1.63 -0.68 2.05
9 O -2.46 -1.26 2.68
10 O -1.27 -0.91 0.82
11 H 3.55 -1.34 2.58
12 H 1.52 1.49 3.18
13 H 1.98 1.74 1.47
14 H -0.30 0.11 3.57
15 H -1.55 1.26 2.98
16 C -3.17 3.27 -3.32
17 C -3.28 1.78 -3.06
18 O -3.34 1.52 -1.65
19 P -2.28 1.30 -0.47
20 O -3.34 0.98 0.67
21 C -4.36 -0.04 0.52
22 C -5.53 0.31 1.41
23 O -1.71 2.70 0.02
24 C -2.39 3.64 0.88
25 C -2.91 4.82 0.08
26 H -3.16 3.46 -4.39
27 H -2.25 3.66 -2.88
28 H -4.02 3.79 -2.88
29 H -2.45 1.24 -3.51
30 H -4.21 1.39 -3.46
31 H -3.93 -1.00 0.80
32 H -4.67 -0.08 -0.53
33 H -5.23 0.34 2.45
34 H -6.29 -0.46 1.29
35 H -5.95 1.27 1.12
36 H -1.64 3.96 1.61
37 H -3.21 3.13 1.39
38 H -2.09 5.30 -0.45
39 H -3.38 5.54 0.74
40 H -3.65 4.49 -0.65
41 Cl 0.71 6.45 -3.73
42 C 0.45 4.75 -3.64
43 C 0.57 4.11 -2.41
44 C 0.36 2.74 -2.33
45 C 0.04 2.02 -3.48
46 C -0.08 2.67 -4.71
47 C 0.13 4.03 -4.79
48 C -0.23 0.53 -3.44
49 O -0.23 -0.14 -4.45
50 O -0.57 0.05 -2.27
51 H 0.84 4.68 -1.53
52 H 0.49 2.24 -1.38
53 H -0.33 2.10 -5.58
54 H 0.04 4.55 -5.73
55 Cl 0.64 -2.47 -1.16
56 C 2.34 -1.99 -1.25
57 Cl 3.30 -2.95 -0.13
58 C 2.52 -0.47 -0.89
59 O 3.64 -0.04 -0.73
60 O 1.44 0.21 -0.79
61 H 2.71 -2.17 -2.27

Output
Kohn-Sham gap (spin up / spin down) (Ha): 0.1919 / 0.2386
Total charge: +1
Energy relative to the best compared isomer or geometry (same formula, charge and spin) (eV): 1.673
Highest occupied orbital energy (spin up / spin down) (eV): -11.95 / -11.95
Multiplicity: 2
LUMO (spin up / spin down) (eV): -6.728 / -5.460
Strongest force on any atom (eV/A): 3.06